Record 1
42
Properties=species:S:1:pos:R:3:forces:R:3 method="wB97M-V/def2-TZVPD" gap_ev="1.930 / 1.986" e_homo_ev="-12.3776 / -12.3258" total_charge=+2 s_squared=8.7537 lumo_ev="-10.45 / -10.34" multiplicity=6
C -2.6253 -5.4740 2.3970 1.024 1.826 0.006
C -2.0647 -4.5418 1.1286 0.641 1.710 -2.522
C -0.5191 -4.6580 0.5963 -1.892 2.734 -1.979
C 0.0555 -3.7137 -0.6152 -4.950 -0.044 2.286
C -1.0286 -2.6350 -1.2923 -0.077 -1.369 1.490
C -0.3714 -1.6625 -2.4843 -0.704 0.396 0.914
C 0.3413 -0.4098 -1.6350 -0.903 0.815 0.074
C -0.6952 0.8040 -1.1917 4.109 -0.070 1.099
C -0.1229 2.0645 -0.3084 1.958 -3.162 -0.377
C -1.2324 3.2237 0.1196 0.546 -1.675 -4.404
C -0.8641 4.6488 -0.6111 0.083 -0.748 0.816
F -1.3569 3.3079 1.6031 0.147 0.460 -0.657
C 1.4662 2.0795 0.1238 -2.569 -0.601 -1.220
C 2.0381 3.3210 1.0515 1.986 -3.480 -0.370
C 3.5745 3.7775 0.7026 -0.602 1.422 0.621
F 2.0821 2.7760 2.4601 -0.914 1.671 -1.851
C 2.4150 0.8321 -0.3872 2.439 -2.927 -0.989
N 3.8870 0.5725 -0.1383 -3.641 -1.109 -1.588
S 4.4203 -0.9591 -0.8717 -4.948 2.852 0.109
N 2.9724 -1.5589 -1.6425 -1.770 5.814 3.194
C 1.9394 -0.4790 -1.2738 -1.194 1.390 0.544
C -2.5947 -2.4813 -0.8321 2.873 -3.100 2.380
C -3.0989 -3.4754 0.4019 3.305 0.452 -1.636
H -3.2534 -6.3959 2.0437 1.293 1.905 0.688
H -3.2440 -4.7094 3.0727 1.058 -1.944 -1.570
H -1.6856 -5.7682 3.0693 -2.122 0.352 -1.698
H 0.2097 -5.4308 1.0890 -1.666 1.645 -1.000
H 1.1735 -3.8037 -0.9501 -2.497 0.312 0.560
H 0.3847 -2.2321 -3.1721 -1.261 1.109 1.677
H -1.2307 -1.2564 -3.2028 1.874 -0.700 1.784
H -1.8398 0.7360 -1.5229 2.925 0.126 0.834
H -2.2904 2.8927 -0.3158 2.310 0.516 1.583
H -1.8278 5.1491 -1.0473 2.028 -0.786 0.974
H -0.3851 5.3366 0.2367 -0.726 -0.576 -1.671
H -0.0382 4.4246 -1.4341 -1.859 0.690 1.868
H 1.2899 4.2431 1.1138 1.176 -1.090 -0.662
H 3.6032 4.1037 -0.4210 0.078 -0.778 2.156
H 4.3956 2.9839 0.9824 -2.105 1.223 -0.728
H 3.8034 4.7340 1.3755 -0.455 -2.014 -1.520
H -3.3289 -1.6852 -1.3340 1.864 -2.083 1.181
H -4.2386 -3.3654 0.7279 2.844 -0.463 -0.638
Mn -0.1151 4.6846 2.3880 0.294 -0.706 0.242



Record 2
47
Properties=species:S:1:pos:R:3:forces:R:3 method="wB97M-V/def2-TZVPD" gap_ev=9.368 e_homo_ev=-8.9451 total_charge=0 lumo_ev=0.42 smiles="O=C(COC(=O)C1CCN(S(=O)(=O)c2cccs2)CC1)Nc1ccc(F)cc1F"
O -0.2118 4.4590 1.0636 0.095 0.230 0.225
C -0.0727 3.5834 0.2444 0.247 -0.447 -0.361
C 1.3105 2.9976 -0.0600 0.219 0.257 0.605
O 1.2852 1.9658 -1.0366 -0.088 0.395 -0.337
C 1.4566 0.6940 -0.6182 0.025 -0.233 -0.119
O 1.6483 0.4047 0.5315 0.023 -0.011 0.049
C 1.3417 -0.2515 -1.7936 0.027 -0.018 -0.178
C 2.5168 -1.2386 -1.8520 -0.116 0.003 0.286
C 2.4568 -2.2469 -0.7077 0.765 0.091 -0.017
N 1.1773 -2.9181 -0.7248 -0.077 -0.951 0.245
S 1.1188 -4.3400 0.1300 0.185 0.014 -0.001
O 2.2373 -5.1330 -0.2775 0.184 0.222 0.131
O -0.2047 -4.8662 0.0011 -0.134 0.292 0.171
C 1.3840 -3.8636 1.8182 -0.398 -0.091 -0.520
C 2.5629 -3.8703 2.4980 0.000 -0.105 -0.248
C 2.4309 -3.3490 3.8027 -0.091 0.065 0.056
C 1.1594 -2.9500 4.0735 -0.276 -0.035 -0.374
S 0.0963 -3.2085 2.7463 0.322 -0.046 0.340
C 0.0530 -2.0283 -0.5519 -0.714 0.233 0.054
C 0.0210 -1.0383 -1.7118 0.145 -0.042 0.228
N -1.0614 3.0177 -0.4915 0.143 -0.509 -0.460
C -2.4290 3.2805 -0.4603 -0.395 0.054 0.009
C -3.0161 4.2702 0.3235 0.079 -0.084 -0.069
C -4.3843 4.4690 0.2918 -0.319 -0.137 -0.167
C -5.1708 3.6772 -0.5253 0.309 0.020 0.066
F -6.5001 3.8739 -0.5576 -0.004 -0.018 -0.012
C -4.6271 2.6793 -1.3170 0.033 0.077 0.069
C -3.2624 2.5007 -1.2661 0.002 0.251 0.232
F -2.6933 1.5299 -2.0230 0.000 0.097 0.069
H 1.7312 2.6131 0.8765 -0.131 0.159 -0.182
H 1.9516 3.7987 -0.4371 -0.132 -0.106 0.024
H 1.3374 0.3637 -2.6988 0.002 -0.089 0.135
H 3.4654 -0.7011 -1.8131 0.034 -0.038 -0.038
H 2.4590 -1.7761 -2.7992 0.036 0.020 -0.046
H 3.2172 -3.0184 -0.8333 0.093 0.192 -0.034
H 2.6188 -1.7333 0.2503 0.005 -0.111 -0.095
H 3.4719 -4.2516 2.0714 0.190 -0.086 -0.091
H 3.2438 -3.2761 4.5019 0.112 0.017 0.145
H 0.7810 -2.5183 4.9785 -0.076 0.082 0.207
H -0.8440 -2.6483 -0.5438 -0.054 0.210 -0.020
H 0.1226 -1.4843 0.4018 -0.047 -0.084 -0.104
H -0.8291 -0.3641 -1.6002 -0.057 0.004 -0.013
H -0.1001 -1.5920 -2.6434 -0.045 0.021 -0.049
H -0.7735 2.3141 -1.1627 -0.007 0.220 0.197
H -2.3882 4.8762 0.9549 0.011 0.011 0.006
H -4.8436 5.2343 0.8957 -0.066 0.073 0.055
H -5.2445 2.0627 -1.9489 -0.060 -0.069 -0.070



Record 3
42
Properties=species:S:1:pos:R:3:forces:R:3 method="wB97M-V/def2-TZVPD" gap_ev=9.217 e_homo_ev=-8.4006 total_charge=0 lumo_ev=0.82 smiles="Cc1ccc(OCCCC(=O)Nc2ccccc2C(F)(F)F)cc1"
C -5.3629 -1.8493 0.0355 0.054 -0.030 -0.037
C -4.1931 -0.9129 -0.0106 -0.043 -0.005 0.123
C -3.6277 -0.4056 1.1477 -0.099 -0.074 -0.164
C -2.5355 0.4462 1.1091 0.301 0.271 -0.037
C -1.9900 0.8085 -0.1133 -0.236 -0.120 -0.079
O -0.9053 1.6286 -0.2817 -0.037 -0.054 -0.185
C -0.3551 2.2870 0.8418 0.132 0.329 0.380
C 0.5409 3.4207 0.3395 -0.203 -0.370 -0.135
C 1.4917 2.9871 -0.7834 0.024 0.208 0.157
C 2.5198 1.9782 -0.3109 -0.333 0.133 -0.262
O 3.6066 2.3023 0.1075 0.280 0.145 0.142
N 2.0783 0.6821 -0.4086 -0.382 0.004 -0.104
C 2.8026 -0.4811 -0.1687 0.341 -0.474 0.133
C 4.1932 -0.4636 -0.0447 0.021 0.232 -0.034
C 4.9010 -1.6309 0.1580 -0.143 -0.179 -0.004
C 4.2491 -2.8507 0.2407 0.075 -0.037 0.026
C 2.8736 -2.8912 0.1269 -0.067 0.158 -0.054
C 2.1506 -1.7221 -0.0747 -0.078 0.007 0.002
C 0.6551 -1.7981 -0.1491 -0.247 -0.098 0.091
F 0.0684 -1.0839 0.8352 0.107 0.122 0.133
F 0.1581 -1.3085 -1.3067 0.139 0.160 -0.186
F 0.1739 -3.0402 -0.0409 0.154 -0.226 0.018
C -2.5490 0.3036 -1.2863 0.133 0.126 0.119
C -3.6324 -0.5455 -1.2301 0.077 0.069 0.096
H -5.0482 -2.8573 -0.2348 -0.068 -0.092 0.005
H -5.7964 -1.8816 1.0319 -0.075 -0.037 0.040
H -6.1305 -1.5394 -0.6717 -0.101 -0.030 -0.005
H -4.0382 -0.6820 2.1084 -0.056 -0.030 0.084
H -2.1115 0.7987 2.0358 0.068 0.051 0.071
H 0.2176 1.5750 1.4529 -0.103 0.036 -0.054
H -1.1509 2.7131 1.4651 0.063 -0.102 -0.054
H 1.1142 3.8124 1.1807 -0.028 0.047 0.026
H -0.0925 4.2199 -0.0492 0.016 0.031 0.059
H 0.9071 2.5789 -1.6078 0.043 0.048 -0.032
H 2.0370 3.8660 -1.1299 0.024 -0.135 -0.029
H 1.1056 0.5843 -0.6729 0.117 0.017 -0.048
H 4.7085 0.4797 -0.1032 0.004 -0.007 0.001
H 5.9755 -1.5859 0.2490 0.100 0.022 0.004
H 4.8038 -3.7621 0.3965 0.061 -0.093 0.020
H 2.3480 -3.8310 0.1957 -0.044 -0.035 0.002
H -2.1095 0.5837 -2.2308 0.055 0.044 -0.115
H -4.0515 -0.9329 -2.1475 -0.049 -0.031 -0.112



Record 4
48
Properties=species:S:1:pos:R:3:forces:R:3 method="wB97M-V/def2-TZVPD" gap_ev="7.060 / 6.573" e_homo_ev="-10.9443 / -10.4161" total_charge=+1 s_squared=0.7537 lumo_ev="-3.88 / -3.84" multiplicity=2
V -0.2054 -0.7954 0.4960 -1.043 1.308 1.233
C -1.0462 0.1836 -1.9564 -0.127 0.402 -0.301
O -0.9818 1.5443 -1.6538 -0.007 -0.099 0.019
C -1.8307 1.9750 -0.5915 0.000 -0.102 -0.151
C -1.0001 2.3914 0.5864 0.207 -0.009 0.134
O -0.2233 1.2825 1.1125 0.208 -0.063 -0.185
C 1.1561 1.5976 1.3992 -0.177 -0.012 0.212
C 1.9956 1.2607 0.2096 0.166 -0.228 -0.164
O 1.9605 -0.1776 0.0916 -0.108 0.193 0.147
C 2.7621 -0.6973 -0.9799 -0.146 0.104 -0.010
H -2.0629 -0.1996 -2.0414 -0.082 0.044 -0.014
H -0.5281 -0.4479 -1.2205 0.256 -0.206 -0.484
H -0.5032 0.0278 -2.8857 -0.034 -0.016 -0.062
H -2.5382 1.1941 -0.3150 -0.049 -0.047 0.012
H -2.3899 2.8456 -0.9352 -0.029 0.030 -0.016
H -1.6314 2.7654 1.3909 -0.046 0.021 0.047
H -0.3074 3.1753 0.2794 0.011 0.022 -0.005
H 1.4526 0.9713 2.2385 -0.037 -0.004 0.119
H 1.2664 2.6392 1.6948 -0.095 0.063 -0.053
H 3.0224 1.5975 0.3516 0.092 -0.055 0.019
H 1.5832 1.7093 -0.6958 -0.006 0.067 -0.110
H 3.5126 0.0340 -1.2720 0.054 -0.002 0.014
H 2.1370 -0.9316 -1.8424 -0.027 0.023 -0.041
H 3.2579 -1.5959 -0.6260 0.002 -0.077 0.028
F -2.3109 -2.2219 6.7265 -0.009 0.011 -0.062
C -2.3428 -2.0145 5.4165 -0.026 -0.057 0.278
C -1.2034 -1.6158 4.7495 0.171 0.025 0.073
F -0.0597 -1.4329 5.4069 -0.018 0.010 -0.069
C -1.2831 -1.4161 3.3908 0.271 0.114 -0.017
F -0.1251 -1.0121 2.7567 0.235 -0.032 -0.132
C -2.4204 -1.5808 2.6362 -0.083 0.023 -0.297
S -2.4195 -1.3187 0.8811 0.135 0.013 0.217
C -3.5456 -1.9828 3.3410 -0.277 -0.058 -0.086
F -4.6994 -2.1766 2.7045 0.073 0.026 -0.016
C -3.5152 -2.1976 4.7065 -0.194 -0.064 0.110
F -4.6107 -2.5831 5.3494 0.043 0.021 -0.062
N 2.9743 -5.6161 2.8113 -0.081 0.066 -0.118
C 2.3268 -5.1700 1.9739 -0.067 0.032 -0.078
C 1.5145 -4.5941 0.9285 0.149 -0.109 0.245
C 1.1365 -5.3239 -0.1898 0.039 -0.197 -0.047
C 0.3559 -4.7103 -1.1536 -0.003 -0.060 -0.093
C -0.0155 -3.3968 -0.9738 -0.075 0.132 0.153
N 0.3401 -2.6849 0.1098 0.760 -1.399 -0.293
C 1.0922 -3.2799 1.0446 0.022 0.037 -0.090
H 1.4488 -6.3552 -0.2947 -0.014 0.033 -0.003
H 0.0345 -5.2426 -2.0377 0.014 -0.001 0.030
H -0.6431 -2.8889 -1.6922 -0.018 0.030 -0.035
H 1.3735 -2.6950 1.9110 -0.031 0.048 0.003



Number 1: maximum force 6.866 eV Å⁻¹. Number 2: maximum force 0.985 eV Å⁻¹. Number 3: maximum force 0.598 eV Å⁻¹. Number 4: maximum force 2.078 eV Å⁻¹.